A single C6H10O molecule. Source: the OMol25 dataset; level of theory: ωB97M-V/def2-TZVPD.

Structure (ORCA input):
```
! RIJCOSX wB97M-V def2-TZVPD def2/J DEFGRID3
* xyz 0 1
O 0.87 -0.61 1.96
C -0.34 -0.14 1.37
C -0.14 1.19 0.65
C 0.67 1.05 -0.64
C 0.24 -0.12 -1.55
C -0.61 -1.17 -0.87
C -0.90 -1.18 0.43
H 1.33 -1.13 1.29
H -1.02 0.01 2.21
H 0.37 1.88 1.33
H -1.13 1.61 0.44
H 1.73 0.94 -0.37
H 0.60 1.98 -1.21
H -0.30 0.24 -2.43
H 1.13 -0.62 -1.95
H -1.00 -1.95 -1.52
H -1.51 -1.97 0.85
*
```

As for the max |F|: 0.00650 Eh/bohr. For the relative energy (zero: lowest compared OMol25 entry of this formula, charge and spin), the calculation gives 2.90 kcal/mol. Its SMILES is O[C@@H]1C=CCCC1. The calculation puts the frontier orbital gap at 0.3860 Ha.